No. 1
The following is a DFT calculation (wB97M-V/def2-TZVPD) of one molecule with the formula H3N2O2P in a non-equilibrium geometry.

- spin multiplicity = 3
- lowest unoccupied orbital energy (alpha / beta) (eV) = 0.324 / -3.234
- ΔE to the lowest compared entry with this formula, charge and spin (kcal/mol) = 25.4
- ⟨S²⟩ = 2.0077

Cartesian coordinates (Å):
N: 1.32405 -0.23744 0.57628
N: 0.46996 -0.20652 -0.46620
O: -1.96620 -0.05195 -1.47742
O: -1.98429 1.51736 0.61699
P: -1.35628 0.54730 -0.29324
H: 1.89830 0.50056 0.61877
H: 1.33557 -0.88374 1.36627
H: 0.27889 -1.18557 -0.94145


No. 2
The following is a DFT calculation (wB97M-V/def2-TZVPD) of C46H71N3O2Pt as an isolated structure.

- total charge = -2
- spin multiplicity = 3
- lowest unoccupied orbital energy (alpha / beta) (eV) = 4.053 / 4.052
- ΔE to the lowest compared entry with this formula, charge and spin (kcal/mol) = 0.0
- ⟨S²⟩ = 2.0123

Cartesian coordinates (Å):
Pt: -0.73201 0.48392 -1.10440
C: -0.96289 3.83717 -0.26501
N: -2.07196 3.04274 0.24407
C: -3.31805 3.75819 0.06620
C: -1.88074 2.68576 1.63034
C: -0.68997 1.78391 1.94427
N: -0.62725 0.44648 1.33198
C: 0.58184 -0.23379 1.85535
C: 1.88547 0.49937 1.74172
C: 2.58784 0.82503 2.88416
C: 3.87383 1.36129 2.84356
C: 4.45371 1.45518 1.57769
C: 3.80280 1.12396 0.39255
C: 2.40773 0.77022 0.43840
O: 1.65696 0.69125 -0.59340
C: 4.56499 1.22602 -0.93748
C: 4.16993 0.11019 -1.91845
C: 6.08237 1.10543 -0.73265
C: 4.26001 2.59207 -1.56502
C: 4.57656 1.78470 4.13003
C: 4.67549 0.59880 5.10274
C: 5.99415 2.30050 3.87713
C: 3.77797 2.91110 4.80515
C: -1.82056 -0.32644 1.75065
C: -1.75002 -1.80018 1.47813
C: -1.57722 -2.70770 2.50741
C: -1.55208 -4.08253 2.28983
C: -1.70672 -4.50600 0.96683
C: -1.89150 -3.63996 -0.10431
C: -1.93003 -2.22658 0.13531
O: -2.14819 -1.36243 -0.79172
C: -2.09785 -4.16297 -1.52919
C: -3.50790 -3.77107 -2.01155
C: -1.04386 -3.56091 -2.47320
C: -1.98810 -5.68658 -1.61063
C: -1.39346 -5.04505 3.46764
C: -1.39873 -6.50968 3.02609
C: -0.06710 -4.77610 4.19620
C: -2.55338 -4.85041 4.45940
H: -0.80058 4.74291 0.35343
H: -1.18111 4.14095 -1.28880
H: -0.04386 3.24888 -0.28178
H: -3.34174 4.70383 0.64675
H: -4.15368 3.13836 0.39842
H: -3.45717 3.99218 -0.99062
H: -2.79797 2.21697 1.99759
H: -1.73184 3.60639 2.23226
H: -0.70556 1.64447 3.03965
H: 0.23562 2.30654 1.70761
H: 0.65687 -1.18328 1.32738
H: 0.41683 -0.45971 2.92300
H: 2.10564 0.63781 3.84309
H: 5.47751 1.80185 1.51025
H: 4.43550 -0.86734 -1.50169
H: 4.70969 0.23969 -2.86424
H: 3.09999 0.11608 -2.10802
H: 6.32473 0.21704 -0.14219
H: 6.51154 1.97867 -0.23218
H: 6.57078 1.01478 -1.70786
H: 3.18769 2.68281 -1.73452
H: 4.78238 2.71530 -2.52261
H: 4.57398 3.39422 -0.88988
H: 5.22903 -0.22177 4.63988
H: 3.68490 0.22570 5.37087
H: 5.19082 0.89309 6.02521
H: 6.62718 1.52366 3.43967
H: 6.44533 2.61434 4.82388
H: 5.98783 3.16059 3.20275
H: 2.75569 2.58912 5.01640
H: 3.72552 3.78133 4.14606
H: 4.24775 3.21539 5.74909
H: -2.67926 0.08955 1.21991
H: -1.96207 -0.18347 2.83542
H: -1.44923 -2.31499 3.51483
H: -1.67540 -5.56894 0.76380
H: -3.58971 -2.68719 -2.07248
H: -4.26034 -4.14298 -1.30834
H: -3.70998 -4.20495 -2.99853
H: -1.04373 -2.47441 -2.40126
H: -1.25658 -3.84231 -3.51186
H: -0.04646 -3.92963 -2.21152
H: -2.76437 -6.17980 -1.01663
H: -1.01011 -6.04184 -1.26905
H: -2.11359 -5.99549 -2.65243
H: -0.55868 -6.72422 2.35957
H: -2.32491 -6.76705 2.50527
H: -1.31037 -7.15733 3.90409
H: 0.77162 -4.88278 3.50367
H: 0.07193 -5.48025 5.02608
H: -0.03745 -3.76132 4.60066
H: -3.50808 -5.04040 3.96162
H: -2.57436 -3.82684 4.83909
H: -2.46015 -5.53274 5.31428
C: -4.39770 0.99084 -1.52672
C: -4.34820 1.11683 -3.05291
C: -4.14710 -0.26246 -3.70328
C: -3.32772 2.13176 -3.55807
C: -3.81664 3.30423 -4.10984
C: -3.00704 4.25298 -4.72784
C: -1.66170 3.93141 -4.87562
C: -1.10065 2.77705 -4.35482
C: 0.35170 2.48413 -4.70878
C: 0.55009 1.08391 -5.30687
C: 1.31966 2.69509 -3.53723
C: -1.89708 1.87905 -3.53992
N: -1.36553 0.83642 -2.91639
H: -5.16887 0.27226 -1.22543
H: -4.63215 1.95632 -1.06728
H: -3.44231 0.64248 -1.14047
H: -5.32278 1.49349 -3.38526
H: -3.16048 -0.64890 -3.44323
H: -4.22121 -0.18317 -4.79176
H: -4.90478 -0.97007 -3.35078
H: -4.88983 3.47583 -4.07081
H: -3.41745 5.17421 -5.12353
H: -1.01703 4.60134 -5.44022
H: 0.61586 3.20898 -5.48673
H: 0.26725 0.32995 -4.57227
H: 1.59943 0.93209 -5.58151
H: -0.07064 0.95061 -6.19690
H: 1.16223 1.93599 -2.76899
H: 1.17768 3.68223 -3.08909
H: 2.35285 2.61877 -3.88840


No. 3
The following is a DFT calculation (wB97M-V/def2-TZVPD) of a 14-piece molecular cluster, C5H38NO14S overall in a non-equilibrium geometry.

- total charge = +1
- spin multiplicity = 1
- lowest unoccupied orbital energy (eV) = -2.452
- ΔE to the lowest compared entry with this formula, charge and spin (kcal/mol) = 0.0

Cartesian coordinates (Å):
O: -0.03777 3.42502 -0.81995
C: 0.44376 3.03339 0.22430
C: 0.19278 1.57679 0.56374
C: 1.20657 0.89134 1.42339
C: 0.71634 0.61516 2.84474
S: -0.62994 -0.55435 2.42425
C: -1.50928 -1.28997 3.80708
N: -0.17208 0.85274 -0.71468
H: 1.17402 3.62850 0.76212
H: -0.83543 1.59947 0.93079
H: 2.26648 1.15766 1.37318
H: 1.39377 -0.12170 1.07415
H: 0.46239 1.36345 3.58919
H: 1.45452 -0.00432 3.35181
H: -1.12439 -1.08399 4.80345
H: -1.59782 -2.35581 3.65953
H: -2.51229 -0.86124 3.85628
H: -0.83945 1.51415 -1.12006
H: -0.62146 -0.06877 -0.57027
H: 0.59300 0.78336 -1.37967
H: -3.29269 -2.73205 0.25568
H: -4.01741 -2.50955 -1.15471
O: -4.06940 -2.41738 -0.20364
H: 4.13679 -2.71252 0.05129
H: 3.44091 -3.62847 1.06301
O: 3.27116 -3.02923 0.33081
H: -0.88371 4.17625 2.89888
H: -0.73203 5.04019 1.71624
O: -0.21047 4.41869 2.24726
H: 4.15749 -1.12112 3.00398
H: 4.79442 -0.54697 1.79311
O: 4.10259 -1.17389 2.03880
H: 1.52949 0.66827 -3.51519
H: 2.07138 -0.09468 -4.71804
O: 2.05126 -0.10629 -3.75543
H: -3.65424 0.76698 -1.25728
H: -2.98304 -0.41521 -0.60686
O: -2.89232 0.54462 -0.71199
H: 2.08868 -0.76729 -2.02010
H: 2.67248 -1.52179 -0.79601
O: 1.99816 -0.88455 -1.05544
H: -1.18210 -2.20955 -1.80767
H: -0.96172 -2.60660 -0.42316
O: -1.36575 -1.85541 -0.92589
H: -2.77942 1.26110 1.98093
H: -3.53187 2.55877 1.74219
O: -2.79468 2.19371 2.24138
H: 1.02156 3.61534 -3.69974
H: 1.55881 3.04041 -2.43201
O: 0.92395 2.84442 -3.12812
H: -2.12911 2.24740 -4.40240
H: -0.87604 1.72598 -3.67157
O: -1.65224 1.44569 -4.16405
H: 0.26290 -3.44038 -2.67672
H: -0.03207 -2.64679 -3.95929
O: 0.11565 -3.53625 -3.62289
H: -0.55376 -4.03197 1.55655
H: 0.61288 -3.11899 0.91281
O: -0.24022 -3.54176 0.79195


No. 4
The following is a DFT calculation (wB97M-V/def2-TZVPD) of C53H32F3N4Ni as an isolated structure.

- total charge = -1
- spin multiplicity = 3
- lowest unoccupied orbital energy (alpha / beta) (eV) = 1.535 / 1.573
- ΔE to the lowest compared entry with this formula, charge and spin (kcal/mol) = 0.0
- ⟨S²⟩ = 2.0100

Cartesian coordinates (Å):
Ni: 0.67920 0.84940 -0.52340
C: 7.53840 1.44170 2.80290
C: 7.24700 1.85800 1.51440
C: 5.97370 1.68960 1.00460
C: 4.98250 1.10230 1.78110
C: 5.28300 0.67620 3.06770
C: 6.55810 0.84440 3.57680
C: 3.62760 0.95520 1.20570
C: 3.37050 -0.19350 0.46250
C: 4.28190 -1.29380 0.32900
C: 3.68510 -2.19230 -0.49270
C: 2.41040 -1.63760 -0.85250
N: 2.23550 -0.44650 -0.23850
C: 1.52030 -2.25490 -1.74230
C: 0.24450 -1.77300 -2.03880
C: -0.61200 -2.33980 -3.05060
C: -1.66840 -1.50540 -3.17690
C: -1.45890 -0.43090 -2.24370
C: -2.27250 0.69850 -2.18290
C: -3.34040 0.77510 -3.21000
C: -4.65270 0.38660 -2.97500
C: -5.58390 0.39790 -4.00230
C: -5.21220 0.78760 -5.27770
C: -3.91240 1.20550 -5.51370
C: -2.98690 1.20350 -4.48630
C: -2.05560 1.79800 -1.35370
N: -1.05080 1.92860 -0.44490
C: -1.22030 3.13020 0.16100
C: -0.37280 3.69460 1.12280
C: -0.79510 4.97100 1.73030
C: -0.03370 6.12120 1.53350
C: -0.43790 7.33670 2.05120
C: -1.60720 7.42160 2.78890
C: -2.37480 6.28690 2.99240
C: -1.97730 5.07290 2.46200
C: 0.88700 3.17710 1.45160
C: 1.79590 3.78030 2.39120
C: 2.93470 3.04870 2.35850
C: 2.70650 1.97330 1.43640
N: 1.46160 2.07860 0.90210
C: -2.37430 3.79540 -0.38870
C: -2.87280 2.97760 -1.34790
N: -0.31970 -0.64610 -1.53370
C: 2.08830 -3.29300 -2.62590
C: 1.61970 -4.59780 -2.72890
C: 2.15430 -5.45250 -3.68030
C: 3.13690 -5.01490 -4.55430
C: 3.62830 -3.72430 -4.43720
C: 3.11690 -2.87970 -3.47340
H: 8.53060 1.58400 3.20500
H: 8.01510 2.31290 0.90550
H: 5.72400 2.01200 0.00420
H: 4.50780 0.21750 3.66380
H: 6.78770 0.50880 4.57870
H: 5.24760 -1.36340 0.79370
H: 4.04570 -3.15450 -0.80910
H: -0.40850 -3.24280 -3.59600
H: -2.50740 -1.59150 -3.84260
H: -4.94410 0.07340 -1.98250
H: -6.60560 0.09410 -3.81110
H: -5.93840 0.78080 -6.08000
H: -3.61960 1.53710 -6.50160
H: -1.96860 1.51650 -4.66680
H: 0.86530 6.05210 0.93970
H: 0.15570 8.22300 1.87120
H: -1.92370 8.37250 3.19190
H: -3.29270 6.35400 3.56170
H: -2.59050 4.19570 2.61190
H: 1.57500 4.63320 3.00530
H: 3.84950 3.21320 2.89730
H: -2.69780 4.78620 -0.12590
H: -3.70950 3.14830 -1.99950
H: 0.83560 -4.94590 -2.06750
H: 1.79110 -6.46910 -3.75490
H: 3.51640 -5.67350 -5.32470
H: 4.39360 -3.35900 -5.10630
H: 3.48350 -1.86850 -3.37890
F: 0.46960 -0.42050 -9.44710
C: 1.63200 0.11760 -9.00210
F: 2.57260 -0.81790 -9.27140
F: 1.89120 1.14240 -9.83510
C: 1.58650 0.49890 -7.56380
C: 1.48640 -0.52010 -6.61750
C: 1.45180 -0.21010 -5.28060
C: 1.52970 1.12530 -4.85220
C: 1.62860 2.13700 -5.81580
C: 1.64210 1.82940 -7.15930
C: 1.44890 1.37590 -3.46930
C: 1.33030 1.50380 -2.26090
H: 1.42690 -1.54730 -6.94580
H: 1.36330 -0.98760 -4.53910
H: 1.69220 3.16840 -5.49740
H: 1.69310 2.61510 -7.89940


No. 5
The following is a DFT calculation (wB97M-V/def2-TZVPD) of C13H24MnO2 as an isolated structure in a non-equilibrium geometry.

- total charge = +2
- spin multiplicity = 6
- lowest unoccupied orbital energy (alpha / beta) (eV) = -9.692 / -11.751
- ⟨S²⟩ = 8.7589

Cartesian coordinates (Å):
C: -1.88762 -0.61792 -1.67107
C: -1.74402 0.81133 -2.41111
C: -0.22985 1.23554 -2.73718
C: 0.31631 2.35031 -1.76807
C: 1.05328 1.76044 -0.55040
C: 2.01377 0.57579 -0.87098
C: 1.13272 -0.70284 -0.79022
C: 1.55382 -1.89351 0.10518
C: 0.22949 -2.15781 0.84182
C: -0.22888 -1.02582 1.79189
C: 0.80594 -0.26519 2.65975
C: -0.22817 0.69353 3.37778
C: -1.31809 -0.37028 3.75487
O: -1.99725 -0.45697 4.66337
O: -1.30771 -1.31298 2.67343
H: -2.87425 -1.05905 -1.95715
H: -1.08135 -1.33753 -1.91901
H: -1.91184 -0.42646 -0.53741
H: -2.21941 1.59824 -1.79711
H: -2.25465 0.69765 -3.38893
H: -0.27475 1.69525 -3.74901
H: 0.41690 0.34717 -2.83971
H: 0.90520 3.11586 -2.31030
H: -0.57422 2.89007 -1.37142
H: 0.35473 1.47593 0.27179
H: 1.68899 2.56412 -0.11267
H: 2.78307 0.55050 -0.06664
H: 2.56998 0.63354 -1.82240
H: 0.15296 -0.31879 -0.44989
H: 1.02078 -1.12965 -1.81245
H: 1.78136 -2.77666 -0.52422
H: 2.41863 -1.67216 0.75545
H: 0.23891 -3.15557 1.32482
H: -0.54902 -2.18823 -0.00445
H: -0.71221 -0.27494 1.08413
H: 1.02662 -0.98014 3.48603
H: 1.66962 0.20767 2.16721
H: 0.27726 1.20277 4.21282
H: -0.73780 1.37118 2.65706
Mn: -2.27923 -1.65439 -0.36560


No. 6
The following is a DFT calculation (wB97M-V/def2-TZVPD) of an isolated ion of composition C4H9N4S and charge +1 in a non-equilibrium geometry.

- total charge = +1
- spin multiplicity = 1
- lowest unoccupied orbital energy (eV) = -3.914
- ΔE to the lowest compared entry with this formula, charge and spin (kcal/mol) = 71.5
- SMILES string = N[C@@H](NS)[n+]1ccc[nH]1

Cartesian coordinates (Å):
C: 2.35601 -1.35966 -0.23531
C: 2.53325 -0.00159 -0.61286
C: 1.05938 -1.48254 0.25219
C: -0.80410 0.32419 0.42916
N: 1.47014 0.67488 -0.30911
N: 0.48097 -0.18649 0.13857
N: -1.76098 -0.99877 -0.12355
N: -0.85181 1.53602 -0.25926
S: -3.43247 -0.41825 -0.08134
H: 3.07065 -2.10913 -0.45328
H: 3.45127 0.57884 -1.04407
H: 0.47278 -2.31932 0.71693
H: -1.17684 0.27209 1.42609
H: -1.53644 -1.33605 -1.07187
H: -1.60880 2.08619 0.11296
H: -0.82233 1.39724 -1.34008
H: 1.12798 1.59603 -0.54707
H: -3.65104 -0.64702 1.17311


No. 7
The following is a DFT calculation (wB97M-V/def2-TZVPD) of C16H32ClNiO10 as an isolated structure in a non-equilibrium geometry.

- total charge = +1
- spin multiplicity = 3
- lowest unoccupied orbital energy (alpha / beta) (eV) = -6.989 / -6.963
- ΔE to the lowest compared entry with this formula, charge and spin (kcal/mol) = 155.0
- ⟨S²⟩ = 2.0052

Cartesian coordinates (Å):
Ni: 1.95937 -1.09543 -0.67069
Cl: -1.02701 -1.94418 2.43178
C: -1.10815 -9.21654 -0.21113
C: -0.26334 -7.91661 -0.27770
O: 0.61619 -8.24656 -1.35196
C: 1.22230 -7.32529 -2.09192
O: 1.16992 -6.16703 -1.92250
O: 1.84839 -7.93715 -3.09373
C: 2.73837 -7.28011 -4.00219
H: -0.46464 -10.09605 -0.23255
H: -1.67716 -9.35644 -1.13024
H: -1.73516 -9.25121 0.67982
H: 0.25628 -7.83557 0.67704
H: -0.90880 -7.04623 -0.39580
H: 2.84111 -8.06289 -4.75372
H: 3.64374 -6.95528 -3.48944
H: 2.18876 -6.38966 -4.30734
C: -5.54211 -0.89734 -3.61003
C: -4.54909 -2.07914 -3.63337
O: -3.87899 -1.94493 -4.80011
C: -2.66412 -1.26647 -5.01183
O: -1.93732 -0.90525 -4.04106
O: -2.39887 -1.24860 -6.32036
C: -1.21294 -0.56215 -6.83462
H: -5.97568 -0.65792 -2.63906
H: -6.37502 -1.00057 -4.30553
H: -4.96361 0.01029 -3.78221
H: -5.08147 -3.02747 -3.56031
H: -3.88554 -2.03181 -2.76991
H: -1.19064 0.43120 -6.38644
H: -1.27891 -0.37223 -7.90592
H: -0.39187 -1.25852 -6.66424
C: -2.81202 5.63899 0.88529
C: -1.58837 4.70170 1.03817
O: -0.50047 5.42653 0.60058
C: 0.56389 4.95151 -0.07060
O: 0.71773 3.74826 -0.21936
O: 1.29245 5.96355 -0.51262
C: 2.47548 5.72785 -1.34120
H: -2.87070 6.08478 -0.10764
H: -2.72647 6.50685 1.53920
H: -3.71857 5.11314 1.18488
H: -1.59400 3.79573 0.43213
H: -1.41558 4.45094 2.08476
H: 2.17876 5.29333 -2.29580
H: 3.30641 5.07521 -1.07342
H: 2.91071 6.67002 -1.67434
C: 3.44905 5.56064 7.92262
C: 2.30707 4.61875 7.56754
C: 2.93908 3.35668 6.98136
O: 4.10142 3.93420 6.30160
C: 4.68334 5.01805 7.08540
H: 3.61207 5.53913 9.00015
H: 3.20323 6.59218 7.67044
H: 1.56500 5.09966 6.93023
H: 1.74843 4.25758 8.43101
H: 2.26860 2.89852 6.25429
H: 3.23602 2.65677 7.76242
H: 5.18944 5.67880 6.38158
H: 5.50407 4.57385 7.64859


No. 8
The following is a DFT calculation (wB97M-V/def2-TZVPD) of a 2-piece molecular cluster, C3H10O2S2 overall in a non-equilibrium geometry.

- spin multiplicity = 1
- lowest unoccupied orbital energy (eV) = 0.393
- ΔE to the lowest compared entry with this formula, charge and spin (kcal/mol) = 19.7
- SMILES string = OCCCSS.O

Cartesian coordinates (Å):
C: -0.94987 0.44197 1.52050
C: 0.08602 -0.68787 1.22227
O: 0.58918 -0.76434 -0.11305
C: -1.34031 1.46504 0.40618
S: -0.00483 2.45198 -0.29524
S: -0.05885 2.02924 -2.31500
H: -0.44343 1.10347 2.24872
H: -1.76036 0.04066 2.12208
H: 0.93261 -0.48951 1.88306
H: -0.28953 -1.69614 1.40029
H: 1.07415 0.06856 -0.19379
H: -2.14812 2.13864 0.69573
H: -1.78695 0.85826 -0.37526
H: 1.26978 1.74642 -2.41572
H: 1.52591 -3.32657 -2.54945
H: 1.95569 -2.31090 -1.60489
O: 1.34894 -3.06890 -1.63642


Number 1: E_tot -603.0036 Ha. Number 2: E_tot -2229.4470 Ha. Number 3: E_tot -1719.3466 Ha. Number 4: E_tot -4065.9178 Ha. Number 5: E_tot -1810.2710 Ha. Number 6: E_tot -774.7000 Ha. Number 7: E_tot -3349.2396 Ha. Number 8: E_tot -1067.1149 Ha.